The following is a DFT calculation (ωB97M-V with the def2-TZVPD basis set) of a cluster of 8 separate species, C23H53N4O8P in total at a distorted geometry.

Geometry as XYZ:
```
89
Properties=species:S:1:pos:R:3:forces:R:3:lowdin_charge:R:1
H -3.22208 0.61764 -0.49650 0.59 0.14 0.21 0.06
N -2.25768 0.88194 -0.22095 0.11 1.91 -0.32 0.12
C -2.11065 2.15848 -0.40106 -0.43 -1.22 -0.27 -0.38
C -3.34017 3.00882 -0.91808 0.37 0.38 0.54 -0.06
C -0.70142 2.79179 -0.04174 -1.24 0.27 0.45 -0.13
C 0.13057 3.28707 -1.31020 -0.50 -1.08 -0.87 -0.40
C -0.58943 2.93646 -2.67650 0.46 1.60 1.34 -0.18
N -1.14654 2.98275 -3.69192 0.59 -0.46 1.13 0.18
P 0.33879 5.17289 -1.11297 1.86 1.69 -2.29 0.76
O 1.19013 5.79922 -2.20234 -1.06 -1.08 1.47 -0.45
C 1.61737 2.67349 -1.37903 1.21 -1.91 -0.51 -0.44
N 2.47574 3.31147 -0.36045 -0.46 -0.15 -0.39 0.06
C 1.59973 1.09894 -1.16074 -1.26 0.03 0.36 -0.05
C 1.32633 -0.04373 -0.80399 -0.78 1.20 -0.34 0.12
C 2.27365 2.89703 -2.80192 -0.63 0.25 1.22 -0.16
N 2.78998 3.06786 -3.82302 -0.41 -0.31 1.11 0.18
H -3.66176 2.73737 -1.97639 0.71 0.31 1.36 0.09
H -3.15582 4.13005 -0.85429 -0.16 -1.36 -0.24 0.07
H -4.21325 2.79353 -0.23018 1.11 0.22 -0.86 0.07
H -0.15551 2.06177 0.62422 -0.44 0.66 -1.09 0.12
H -0.93636 3.70186 0.61569 0.37 -1.01 -0.83 0.10
H -0.92791 5.83928 -1.11388 0.17 -1.05 0.34 0.03
H 0.90284 5.39949 0.19437 -0.75 -0.60 -0.50 0.04
H 3.46679 3.00971 -0.47827 -1.17 0.00 0.48 0.05
H 2.15431 3.03691 0.57562 0.19 -0.01 -0.57 0.10
H 0.82950 -1.01418 -0.51331 1.35 1.40 -0.55 0.06
C -3.91438 7.36483 0.83053 -0.11 -0.04 -0.07 -0.09
C -2.84032 6.66065 1.63618 -0.05 0.40 -0.10 -0.31
O -1.57564 6.78639 0.99135 0.12 -0.09 0.07 -0.14
H -3.97613 6.94413 -0.17605 -0.02 -0.06 0.09 0.07
H -4.88972 7.26971 1.31277 0.02 0.05 -0.04 0.07
H -3.68005 8.42713 0.71882 -0.06 -0.01 0.11 0.07
H -3.06690 5.59662 1.72697 0.18 0.03 -0.05 0.11
H -2.76589 7.08499 2.64220 -0.14 -0.10 0.06 0.11
H -1.37557 7.72878 0.92171 0.00 -0.17 0.00 0.09
C 2.68019 -4.18150 1.20528 0.06 -0.07 0.12 -0.08
C 1.51546 -4.27819 0.24129 0.37 0.05 0.00 -0.30
O 1.53381 -3.17704 -0.66472 -0.18 0.04 -0.12 -0.11
H 2.63564 -3.24599 1.76785 -0.05 -0.07 -0.01 0.07
H 2.67366 -5.01630 1.90826 0.00 0.06 -0.03 0.06
H 3.63158 -4.18342 0.66507 -0.02 -0.07 0.01 0.08
H 0.56993 -4.25390 0.78246 0.05 0.10 -0.16 0.10
H 1.56030 -5.20817 -0.33389 -0.09 -0.11 0.16 0.09
H 2.36990 -3.20917 -1.14663 -0.15 0.09 0.07 0.09
C -1.94029 -7.06600 2.78664 -0.15 0.04 0.03 -0.09
C -0.90853 -6.40685 1.89256 0.06 -0.44 0.23 -0.32
O 0.24183 -6.04317 2.65368 0.17 0.19 0.04 -0.10
H -2.23546 -6.39090 3.59346 -0.01 0.01 -0.10 0.08
H -2.82942 -7.34481 2.21701 0.04 -0.04 0.05 0.08
H -1.52814 -7.96378 3.25627 -0.04 -0.04 -0.11 0.07
H -1.31651 -5.50029 1.44296 0.18 0.01 0.05 0.11
H -0.60020 -7.08150 1.08875 -0.20 0.09 -0.13 0.10
H 0.60179 -6.85089 3.04065 -0.07 0.16 -0.05 0.09
C -7.25782 4.56874 -2.60912 0.03 0.06 -0.12 -0.09
C -6.84137 3.29316 -1.90369 -0.27 0.30 0.12 -0.31
O -6.19478 3.59798 -0.67110 -0.12 0.02 0.16 -0.12
H -6.38818 5.20142 -2.80141 -0.02 -0.11 -0.04 0.08
H -7.74949 4.34728 -3.55878 -0.01 0.06 0.04 0.08
H -7.94371 5.14929 -1.98559 -0.07 -0.08 -0.06 0.07
H -6.14043 2.72741 -2.51976 0.05 0.01 0.19 0.11
H -7.70986 2.65958 -1.69816 0.00 -0.07 -0.18 0.11
H -6.82230 4.09023 -0.12672 0.10 -0.09 -0.10 0.09
C 3.07349 -4.23871 5.32819 -0.01 -0.13 0.04 -0.10
C 3.70603 -2.89707 5.64317 -0.33 -0.05 -0.27 -0.32
O 3.94091 -2.16733 4.44422 0.15 0.12 -0.03 -0.09
H 3.72038 -4.82219 4.66872 0.03 0.05 0.09 0.07
H 2.89407 -4.81011 6.24197 -0.04 -0.01 -0.05 0.07
H 2.12226 -4.10466 4.80508 -0.02 -0.01 0.10 0.07
H 4.66487 -3.03480 6.14559 0.01 0.14 -0.14 0.11
H 3.05685 -2.30315 6.29480 0.04 -0.11 0.17 0.11
H 3.08884 -2.04006 4.00870 0.16 -0.02 0.06 0.07
C 0.85152 -7.24720 -2.85500 0.14 -0.01 -0.02 -0.09
C -0.16695 -8.14136 -2.17491 -0.10 0.32 -0.28 -0.32
O -1.19206 -7.35673 -1.57440 -0.10 -0.05 0.18 -0.09
H 1.29692 -6.55740 -2.13486 -0.01 -0.10 -0.01 0.05
H 1.64637 -7.83923 -3.31432 -0.02 0.06 -0.03 0.08
H 0.37595 -6.63789 -3.62851 0.03 -0.10 -0.04 0.08
H 0.30740 -8.73204 -1.38920 -0.17 0.07 0.05 0.11
H -0.62493 -8.82767 -2.89433 0.16 -0.13 0.00 0.11
H -1.61397 -6.84352 -2.27477 0.07 -0.06 0.16 0.08
C 7.04728 2.77809 -2.38460 0.09 0.10 0.01 -0.09
C 6.02745 1.90301 -1.68451 0.07 0.04 -0.31 -0.29
O 5.01732 2.70853 -1.08136 0.16 0.12 -0.14 -0.12
H 7.50853 3.47056 -1.67653 0.00 -0.11 0.01 0.08
H 7.82986 2.17211 -2.84600 -0.04 0.04 -0.01 0.08
H 6.56967 3.38420 -3.15917 0.02 -0.12 -0.05 0.08
H 6.50314 1.31557 -0.89775 -0.19 0.09 0.07 0.12
H 5.55323 1.21481 -2.39053 0.10 -0.07 0.01 0.11
H 4.59545 3.21988 -1.78893 0.38 0.00 -0.12 0.07
```
Forces are in eV/Å.

The total charge is 0. Its SMILES is [H]/N=C(\C)C[C@@](C#N)([PH2]=O)[C@@](N)(C#C)C#N.CCO.CCO.CCO.CCO.CCO.CCO.CCO. For the max |F|, the calculation gives 3.40 eV Å⁻¹. Its spin multiplicity is 1. Its HOMO energy is -9.6 eV.

The following is a DFT calculation (ωB97M-V with the def2-TZVPD basis set) of a structure of composition C27H27CrN14O3S2 at a distorted geometry.

Geometry as XYZ:
```
74
Properties=species:S:1:pos:R:3:forces:R:3:lowdin_charge:R:1
Cr 0.27260 0.20226 -0.23222 0.81 0.83 -1.86 0.49
N -0.10770 -2.89678 -1.76132 0.00 0.01 0.02 0.15
C -1.15293 -2.00822 -1.81874 0.02 -0.09 0.09 -0.46
N -2.31032 -2.29572 -2.37698 -0.05 0.00 0.03 0.03
N -3.05724 -1.18718 -2.17135 0.01 0.01 0.00 -0.08
N -2.39461 -0.29524 -1.53741 -0.03 0.00 -0.04 -0.05
N -1.14801 -0.78552 -1.28026 -0.02 0.09 -0.11 -0.08
C 1.12980 -2.59364 -1.25365 -0.14 0.04 -0.08 -0.47
N 2.14416 -3.43652 -1.23398 0.04 0.00 -0.03 0.02
N 3.14422 -2.72919 -0.66471 0.00 0.01 0.03 -0.10
N 2.75373 -1.54832 -0.35269 0.02 -0.04 -0.07 -0.07
N 1.44828 -1.41134 -0.72592 0.18 -0.30 0.39 -0.09
H -0.22233 -3.77405 -2.23568 0.02 0.00 -0.02 0.14
S 2.01207 1.35029 1.04452 -0.09 -0.14 0.03 0.69
C 1.57920 0.57060 2.52319 0.44 0.28 0.19 -0.75
N 2.15451 0.74780 3.68101 -0.25 -0.21 -0.21 0.05
N 3.16113 1.61243 3.69048 0.16 0.14 0.02 -0.02
C 3.88673 1.85658 4.84456 -0.10 -0.02 -0.13 -0.24
C 4.95272 2.75660 4.79005 0.03 0.01 0.01 -0.04
C 5.69418 3.02349 5.92712 -0.02 -0.01 0.00 -0.11
C 5.38757 2.40462 7.13286 0.02 0.01 0.00 -0.13
C 4.32464 1.51170 7.18058 0.02 0.02 -0.02 -0.10
C 3.57302 1.23172 6.05136 -0.01 -0.03 0.06 -0.03
N 0.54715 -0.35173 2.61658 -0.35 -0.20 -0.18 0.10
N -0.11248 -0.54367 1.56910 -0.24 -0.46 1.10 -0.08
C -1.12221 -1.56038 1.72338 -0.04 0.01 0.02 -0.25
C -0.76446 -2.81300 2.19586 0.08 0.01 -0.01 -0.02
C -1.73219 -3.80085 2.29078 -0.03 0.00 0.00 -0.09
C -3.04213 -3.53049 1.91891 0.03 0.01 0.00 -0.09
C -3.38621 -2.26879 1.45060 0.00 -0.01 0.02 -0.07
C -2.42583 -1.27618 1.34817 0.01 0.08 -0.01 -0.03
H 3.43999 2.03520 2.80866 -0.01 -0.01 0.03 0.07
H 5.19176 3.23902 3.84958 0.01 0.01 0.00 0.11
H 6.52015 3.72162 5.86953 0.00 0.00 0.00 0.10
H 5.97082 2.61374 8.02011 0.00 0.00 0.00 0.09
H 4.07694 1.02240 8.11474 -0.01 -0.01 -0.01 0.10
H 2.74734 0.53590 6.07979 0.00 0.00 0.00 0.10
H 0.26819 -3.00555 2.45587 0.00 -0.01 0.00 0.12
H -1.45496 -4.78725 2.64008 -0.01 -0.01 0.00 0.10
H -3.79283 -4.30877 1.97444 0.00 0.00 0.00 0.09
H -4.40031 -2.05833 1.13786 0.00 0.00 -0.01 0.11
H -2.66934 -0.29797 0.95430 0.00 0.00 -0.01 0.10
N 1.34859 1.19491 -1.95756 -0.21 -0.07 0.65 0.02
C 1.09626 1.21978 -3.37387 -0.17 -0.15 -0.06 -0.29
C -0.10505 1.73165 -3.84583 0.00 0.01 0.06 -0.02
C -0.32209 1.81763 -5.21363 0.05 -0.06 -0.03 -0.05
C 0.64483 1.37676 -6.10937 0.01 0.05 0.01 -0.26
C 1.81823 0.81551 -5.62780 -0.06 0.00 -0.01 -0.06
C 2.04720 0.73880 -4.26095 0.03 -0.03 0.01 -0.03
S 0.44081 1.62979 -7.87817 -0.03 -0.02 -0.02 0.39
O 1.11741 0.49648 -8.49538 0.02 0.00 0.01 -0.38
O -0.99921 1.66390 -8.09117 0.01 0.01 0.02 -0.38
O 1.10438 2.90820 -8.11019 0.01 0.02 -0.02 -0.38
H 1.24628 2.12870 -1.56703 0.06 0.04 -0.11 0.07
H 2.28978 0.86568 -1.76065 0.03 0.04 -0.09 0.06
H -0.85634 2.05103 -3.13166 -0.03 -0.01 -0.02 0.10
H -1.24861 2.21267 -5.60857 0.00 0.02 0.02 0.11
H 2.54589 0.44653 -6.33862 0.02 0.00 0.01 0.11
H 2.96921 0.31149 -3.87955 0.00 0.00 -0.01 0.11
C -0.30376 5.34272 0.24394 -0.01 -0.03 0.00 -0.06
C -1.49868 4.41867 0.52547 0.08 -0.05 0.00 -0.64
C -2.70861 4.86951 -0.29903 -0.01 0.01 0.00 -0.06
C -1.83558 4.46865 2.02249 0.01 0.00 0.00 -0.06
C -1.12299 3.03950 0.17207 -0.22 -0.01 -0.16 -0.14
C -0.79564 1.90126 -0.10201 -0.07 0.15 0.47 -0.14
H -0.50243 6.35169 0.61730 -0.02 0.01 -0.02 0.07
H -0.11021 5.40010 -0.82841 0.01 -0.02 0.00 0.08
H 0.59241 4.95526 0.73070 0.00 0.03 0.02 0.08
H -2.95821 5.91108 -0.07453 0.00 0.00 0.01 0.08
H -3.57491 4.24453 -0.07879 0.00 0.00 -0.01 0.08
H -2.49550 4.78274 -1.36473 0.00 0.01 0.00 0.08
H -2.04755 5.49618 2.33315 -0.02 0.00 -0.01 0.07
H -0.99829 4.08842 2.60928 0.00 0.02 0.01 0.08
H -2.70756 3.84931 2.23760 0.01 -0.01 0.00 0.08
```
Forces are in eV/Å.

The total charge is -2. For the max |F|, the calculation gives 2.20 eV Å⁻¹. Its spin multiplicity is 4. The energy relative to the best compared isomer or geometry (same formula, charge and spin) comes out at 1.5 kcal/mol. Its HOMO energy (alpha / beta) is -3.5 / -3.5 eV.

Number 2 is which compound?
C27H27CrN14O3S2

Which of these has the lowest total charge?
C27H27CrN14O3S2

The highest max |F| belongs to which entry?
C23H53N4O8P

total charge of number 2 (C27H27CrN14O3S2)?
-2